*A*
22
Properties=species:S:1:pos:R:3:lowdin_spin:R:1 method="wB97M-V/def2-TZVPD" e_lumo_ha="0.2481 / 0.2490" charge=-2 e_homo_ha="0.1339 / -0.0048" spin_multiplicity=2
O 3.505 0.098 2.430 0.0001
N -3.042 1.626 -0.907 0.1277
C -1.597 1.392 -1.063 0.1496
C 2.452 -0.669 2.375 0.0001
C 1.886 -0.931 0.872 0.0011
C 0.195 -0.414 -0.906 0.0152
C -1.282 -0.109 -1.335 0.1937
C 0.537 -0.339 0.583 0.0026
H 1.854 -2.039 0.750 0.0005
H -1.277 -0.344 -2.411 0.0961
H -2.061 -0.718 -0.910 0.0509
H 0.525 0.722 0.876 0.0002
H 2.519 -1.713 2.867 0.0001
H -3.510 2.133 -1.662 0.1639
H 2.658 -0.641 0.174 0.0000
H 0.819 0.171 -1.589 0.0049
H 1.491 -0.277 2.886 0.0000
H -1.104 1.633 -0.135 0.0057
H -1.214 1.934 -1.922 0.0607
H -0.244 -0.805 1.194 0.0040
H -3.530 0.732 -0.951 0.1155
H 0.421 -1.443 -1.215 0.0073

*B*
22
Properties=species:S:1:pos:R:3:lowdin_spin:R:1 method="wB97M-V/def2-TZVPD" e_lumo_ha="0.2629 / 0.2605" charge=-2 e_homo_ha="0.1326 / 0.0424" spin_multiplicity=2
O 2.649 0.051 -0.800 0.0019
N -3.056 -0.451 -0.531 0.3749
C 0.239 -0.311 1.458 0.0337
C 0.766 0.896 0.714 0.0094
C 2.298 0.919 0.193 0.0020
C 0.094 0.067 -2.340 0.0013
C -2.404 -0.368 0.624 0.3876
C -1.098 -1.038 1.061 0.0811
H 0.673 1.763 1.494 0.0036
H -0.866 0.469 -1.981 0.0029
H 2.906 0.652 1.124 0.0007
H 2.444 1.994 -0.104 0.0002
H 0.769 -0.199 -1.587 0.0003
H 0.233 1.134 -0.215 0.0015
H 0.131 -0.156 2.564 0.0102
H 0.991 -1.065 1.321 0.0063
H -1.910 0.205 -0.581 0.0167
H 0.674 0.823 -2.781 -0.0001
H -0.159 -0.892 -2.896 0.0000
H -1.249 -1.666 1.928 0.0424
H -0.843 -1.631 0.176 0.0021
H -2.958 0.324 1.396 0.0213

List of relative energies, unit hartree: *A* 0.0000; *B* 0.1593